(1)
# C4H6N2O

A cluster of 2 separate species, C4H6N2O in total (ωB97M-V with the def2-TZVPD basis set, the OMol25 dataset).

The calculation puts the HOMO-LUMO gap at 9.273 eV. As for the LUMO energy: 0.0094 Eh. The calculation puts the strongest force on any atom at 0.6 eV/A. For the energy relative to the best compared isomer or geometry (same formula, charge and spin), the calculation gives 6.608 eV. The calculated total energy is -340.55206 Ha.

Cartesian coordinates (Å):
C: -1.864 0.381 0.491
O: -1.719 0.171 -0.926
C: -0.573 0.517 -1.460
N: 0.396 1.125 -1.030
N: 1.596 1.398 -0.806
C: 1.826 -1.367 0.271
C: 1.269 -2.289 0.809
H: -2.862 0.023 0.747
H: -1.098 -0.185 1.029
H: -1.777 1.450 0.712
H: 1.730 2.406 -0.925
H: 2.277 -0.506 -0.191
H: 0.798 -3.123 1.279



(2)
# C28H84O28

A cluster of 14 separate species, C28H84O28 in total in a non-equilibrium geometry (ωB97M-V with the def2-TZVPD basis set, the OMol25 dataset).

The calculation puts the HOMO-LUMO gap at 9.538 eV. As for the LUMO energy: 0.0046 Eh. The calculation puts the strongest force on any atom at 4.6 eV/A. For the energy relative to the best compared isomer or geometry (same formula, charge and spin), the calculation gives 7.279 eV. The calculated total energy is -3223.50812 Ha.

Cartesian coordinates (Å):
C: 4.703 -1.432 3.158
C: 3.345 -1.670 3.776
O: 3.103 -3.050 4.083
O: 5.858 -1.697 4.058
H: 4.814 -0.441 2.718
H: 4.656 -2.081 2.283
H: 2.531 -1.417 3.096
H: 3.272 -0.943 4.584
H: 3.860 -3.361 4.586
H: 5.855 -2.638 4.248
C: 2.646 -4.457 1.053
C: 2.671 -3.441 -0.119
O: 3.734 -3.598 -1.104
O: 1.666 -4.198 2.108
H: 3.620 -4.478 1.541
H: 2.724 -5.464 0.643
H: 2.792 -2.425 0.258
H: 1.767 -3.574 -0.712
H: 3.700 -2.726 -1.504
H: 2.234 -3.745 2.735
C: -1.127 -2.956 -3.412
C: -0.402 -3.299 -4.764
O: -1.202 -2.794 -5.860
O: -1.184 -1.550 -3.295
H: -0.600 -3.321 -2.530
H: -2.153 -3.310 -3.306
H: -0.380 -4.359 -5.015
H: 0.639 -2.978 -4.804
H: -0.842 -3.243 -6.629
H: -1.838 -1.173 -3.888
C: -1.168 -3.934 0.164
C: -1.423 -5.365 -0.419
O: -2.097 -6.328 0.386
O: -2.362 -3.339 0.534
H: -0.785 -3.177 -0.520
H: -0.480 -3.944 1.009
H: -0.530 -5.800 -0.869
H: -2.153 -5.146 -1.198
H: -2.859 -5.918 0.802
H: -2.698 -2.905 -0.254
C: -3.409 1.191 -3.313
C: -3.110 1.935 -4.649
O: -4.328 1.930 -5.423
O: -3.876 -0.081 -3.608
H: -4.019 1.701 -2.567
H: -2.543 1.166 -2.652
H: -2.361 1.328 -5.156
H: -2.593 2.871 -4.437
H: -4.298 1.380 -6.209
H: -4.586 0.022 -4.247
C: 0.665 0.869 0.927
C: 0.266 -0.026 -0.234
O: -0.591 0.486 -1.210
O: -0.359 1.472 1.719
H: 1.283 1.676 0.533
H: 1.261 0.193 1.541
H: -0.237 -0.945 0.064
H: 1.188 -0.294 -0.751
H: -0.859 -0.225 -1.796
H: -0.684 0.774 2.292
C: -0.806 3.662 3.548
C: 0.219 4.801 3.495
O: 0.062 5.740 4.509
O: -1.939 3.947 4.388
H: -0.253 2.883 4.073
H: -1.320 3.624 2.587
H: 0.004 5.389 2.603
H: 1.255 4.471 3.420
H: -0.833 5.678 4.851
H: -2.486 4.359 3.715
C: -5.024 -2.098 -1.467
C: -5.569 -3.297 -0.727
O: -6.716 -3.665 -1.494
O: -3.790 -1.823 -1.117
H: -5.694 -1.328 -1.083
H: -5.105 -2.165 -2.552
H: -5.710 -3.127 0.340
H: -4.830 -4.098 -0.727
H: -7.483 -3.722 -0.920
H: -3.554 -1.160 -1.769
C: -1.048 -0.492 5.351
C: 0.105 -0.616 6.324
O: 0.003 -1.823 7.198
O: -1.045 -1.255 4.128
H: -1.060 0.551 5.038
H: -1.911 -0.769 5.957
H: 0.244 0.305 6.890
H: 0.993 -0.698 5.698
H: 0.038 -2.546 6.567
H: -1.614 -2.009 4.302
C: 0.771 5.688 -1.652
C: 0.268 4.267 -1.405
O: -0.916 3.989 -0.439
O: 1.719 5.973 -0.622
H: -0.091 6.327 -1.460
H: 1.115 5.939 -2.656
H: 0.922 3.411 -1.239
H: -0.072 4.022 -2.411
H: -0.916 3.063 -0.188
H: 2.480 6.251 -1.137
C: 3.986 1.018 -2.528
C: 4.033 -0.438 -2.872
O: 4.539 -1.223 -1.727
O: 5.350 1.361 -2.278
H: 3.320 1.327 -1.723
H: 3.688 1.614 -3.390
H: 4.754 -0.607 -3.671
H: 3.060 -0.794 -3.210
H: 5.289 -0.863 -1.248
H: 5.344 1.679 -1.372
C: 3.455 3.788 1.828
C: 4.628 2.764 1.643
O: 4.964 2.629 0.284
O: 3.839 5.042 1.187
H: 3.226 3.837 2.892
H: 2.480 3.579 1.389
H: 4.231 1.839 2.060
H: 5.558 3.016 2.152
H: 5.206 3.531 0.063
H: 3.189 5.242 0.508
C: 0.391 1.282 -4.753
C: 1.547 1.206 -5.814
O: 2.210 -0.085 -5.737
O: 0.753 1.488 -3.400
H: -0.131 0.328 -4.830
H: -0.243 2.074 -5.150
H: 2.368 1.922 -5.844
H: 1.099 1.367 -6.795
H: 3.016 -0.046 -6.258
H: 0.076 1.317 -2.741
C: -3.952 1.168 3.820
C: -5.071 0.124 3.443
O: -5.362 -0.185 2.092
O: -4.331 2.437 3.283
H: -3.219 0.785 3.109
H: -3.642 1.272 4.860
H: -6.016 0.539 3.795
H: -4.950 -0.784 4.033
H: -4.577 -0.228 1.541
H: -5.233 2.279 2.993



(3)
# C5H7NO2

The molecule C5H7NO2 in a non-equilibrium geometry (ωB97M-V with the def2-TZVPD basis set, the OMol25 dataset).

The calculation puts the HOMO-LUMO gap (alpha / beta) at 6.856 / 7.473 eV. As for the LUMO energy (alpha / beta): -0.0138 / -0.0106 Eh. The calculation puts the strongest force on any atom at 5.1 eV/A. For the energy relative to the best compared isomer or geometry (same formula, charge and spin), the calculation gives 4.228 eV. The calculated total energy is -399.81018 Ha.

Cartesian coordinates (Å):
C: -2.201 -0.267 -0.082
C: 2.792 0.032 0.086
C: 1.546 -0.510 -0.140
C: -3.153 0.860 0.027
C: 0.396 0.193 0.104
N: -0.847 -0.385 0.066
O: -2.802 -1.372 -0.103
O: -4.353 0.339 -0.033
H: 3.754 -0.304 -0.169
H: 2.953 0.939 0.563
H: 1.346 -1.407 -0.562
H: -3.082 1.839 0.240
H: 0.569 1.303 0.250
H: -0.634 -1.351 0.006
H: -4.161 -0.759 -0.043